No. 1
The following is a DFT calculation (ωB97M-V/def2-TZVPD) of 12 unconnected molecules or ions with the total composition C66H69Cl12N3O6 at a distorted geometry.

As for the net charge: 0. The HOMO energy is -9.52 eV. For the total energy, the calculation gives -236581.8536 eV. As for the SMILES: O=C1c2ccccc2C(=O)c2ccccc21.O=C1c2ccccc2C(=O)c2ccccc21.O=C1c2ccccc2C(=O)c2ccccc21.CCCC#N.CCCC#N.CCCC#N.ClCCCl.ClCCCl.ClCCCl.ClCCCl.ClCCCl.ClCCCl.

Each line ends with the Löwdin charge.
CARTESIAN COORDINATES (ANGSTROEM)
1 Cl -3.97184 -5.44425 -8.23672  0.464
2 C -4.70172 -4.18664 -7.11422  -0.677
3 C -4.74432 -4.58991 -5.59380  -0.520
4 Cl -5.13366 -2.90609 -4.92577  0.496
5 H -5.69795 -3.91687 -7.46472  0.057
6 H -4.11704 -3.32352 -7.43248  0.040
7 H -3.71800 -4.78280 -5.28148  0.064
8 H -5.55812 -5.27810 -5.36530  0.076
9 Cl -6.94939 0.66096 1.44793  0.534
10 C -5.63240 1.76027 1.94459  -0.678
11 C -4.80232 2.04244 0.77225  -0.752
12 Cl -3.57583 0.83202 0.61315  0.601
13 H -5.05291 1.30868 2.74979  0.069
14 H -6.20049 2.59889 2.34719  0.071
15 H -4.27211 2.96228 1.01900  0.069
16 H -5.31732 2.36834 -0.13144  0.086
17 Cl -11.64516 11.50399 -6.42888  0.474
18 C -10.33634 11.01836 -5.21214  -0.589
19 C -9.15843 11.99597 -5.24576  -0.687
20 Cl -7.70696 11.39587 -4.42190  0.545
21 H -10.07096 10.02307 -5.56860  0.060
22 H -10.82358 11.02031 -4.23709  0.068
23 H -9.47286 12.95797 -4.84107  0.071
24 H -8.81761 12.18628 -6.26346  0.058
25 Cl 0.19434 13.53564 2.38344  0.466
26 C -0.83980 14.69233 1.39116  -0.574
27 C -2.35733 14.38436 1.58713  -0.723
28 Cl -2.89991 14.29002 3.24290  0.564
29 H -0.51621 14.53887 0.36167  0.066
30 H -0.80297 15.70841 1.78401  0.067
31 H -2.76732 13.56253 1.00011  0.066
32 H -2.90794 15.12835 1.01145  0.068
33 Cl 7.51917 -2.25180 1.34800  0.507
34 C 8.56231 -3.07785 0.15454  -0.651
35 C 8.43665 -4.65766 0.11248  -0.684
36 Cl 8.95272 -5.27656 1.62725  0.575
37 H 9.55437 -2.65904 0.32342  0.061
38 H 8.19036 -2.72705 -0.80811  0.055
39 H 9.12724 -5.04059 -0.63889  0.066
40 H 7.42802 -5.02809 -0.07068  0.070
41 Cl 1.85258 -5.26157 -13.56000  0.536
42 C 1.94353 -5.67717 -11.82712  -0.671
43 C 2.09311 -4.45999 -10.84378  -0.706
44 Cl 3.54476 -3.59901 -11.18571  0.572
45 H 2.67697 -6.41465 -11.50108  0.071
46 H 1.02763 -6.18901 -11.53176  0.062
47 H 2.01307 -4.85382 -9.83057  0.075
48 H 1.29567 -3.72626 -10.96136  0.061
49 C -5.42091 1.76482 -9.70880  -0.085
50 C -6.65599 1.23202 -8.86538  -0.222
51 C -8.01530 1.94759 -9.21349  -0.180
52 C -8.17971 3.33057 -8.67210  -0.250
53 N -8.26353 4.38978 -8.28885  0.133
54 H -5.41641 2.81921 -9.43248  0.063
55 H -5.62170 1.74402 -10.77994  0.068
56 H -4.48715 1.34986 -9.32932  0.068
57 H -6.42642 1.53608 -7.84415  0.098
58 H -6.88036 0.16598 -8.90191  0.093
59 H -8.90620 1.42248 -8.86902  0.107
60 H -8.17015 2.12708 -10.27740  0.108
61 C 8.22454 -3.69974 -7.25002  -0.137
62 C 8.37713 -5.19093 -7.37098  -0.246
63 C 6.96614 -5.90956 -7.24418  -0.146
64 C 6.44862 -5.77582 -5.83873  -0.238
65 N 6.09495 -5.61066 -4.76301  0.132
66 H 7.76658 -3.23757 -8.12453  0.073
67 H 9.05849 -3.00236 -7.17082  0.075
68 H 7.57423 -3.50906 -6.39630  0.065
69 H 9.20494 -5.48903 -6.72758  0.109
70 H 8.78582 -5.35160 -8.36861  0.099
71 H 7.03483 -6.96339 -7.51405  0.106
72 H 6.20188 -5.46599 -7.88234  0.111
73 C -4.02973 7.16359 6.15015  -0.108
74 C -3.39873 6.89939 7.55676  -0.235
75 C -3.28336 5.38581 7.79789  -0.200
76 C -4.51760 4.59862 7.64110  -0.243
77 N -5.43503 3.97714 7.54785  0.151
78 H -3.33574 6.85776 5.36725  0.067
79 H -4.13094 8.23276 5.96379  0.064
80 H -4.98638 6.71839 5.87678  0.069
81 H -4.06068 7.30035 8.32433  0.101
82 H -2.44079 7.41248 7.64164  0.107
83 H -2.78526 5.11581 8.72907  0.113
84 H -2.48755 5.10380 7.10851  0.113
85 C 2.36679 -9.38631 6.93856  -0.050
86 C 1.09231 -9.33268 7.49690  -0.077
87 C 0.10385 -8.67375 6.85391  -0.030
88 C 0.31056 -7.98571 5.63291  -0.043
89 C 1.65641 -7.89187 5.25026  -0.098
90 C 2.68571 -8.48381 5.95724  -0.020
91 C 2.05138 -7.16136 3.95716  -0.221
92 O 3.25049 -7.00269 3.61811  0.058
93 C 0.84494 -6.76299 3.10428  -0.042
94 C 1.18151 -6.26113 1.78921  0.002
95 C 0.16759 -5.85323 0.91943  -0.050
96 C -1.19211 -5.98199 1.34004  -0.042
97 C -1.52310 -6.60841 2.55928  -0.016
98 C -0.53508 -6.94051 3.45266  -0.102
99 C -0.89926 -7.50982 4.78148  -0.246
100 O -2.05293 -7.65217 5.18787  0.094
101 H 3.15534 -9.89762 7.47069  0.107
102 H 0.75004 -9.88070 8.36231  0.110
103 H -0.88000 -8.81662 7.27586  0.117
104 H 3.67828 -8.13762 5.70956  0.122
105 H 2.23555 -6.31877 1.56099  0.108
106 H 0.45896 -5.43468 -0.03258  0.099
107 H -1.98390 -5.55388 0.74322  0.099
108 H -2.58301 -6.56876 2.76285  0.120
109 C 2.22960 0.53679 -2.66907  -0.047
110 C 1.24240 0.30683 -3.63521  -0.068
111 C 0.22942 1.20502 -3.82231  -0.028
112 C 0.17411 2.29765 -2.96822  -0.048
113 C 1.24533 2.58277 -1.98956  -0.059
114 C 2.30981 1.69866 -1.86163  0.004
115 C 1.22225 3.79785 -1.10812  -0.275
116 O 2.04369 4.08458 -0.25663  0.096
117 C 0.04077 4.77305 -1.25339  -0.057
118 C -0.08654 5.93434 -0.42834  0.014
119 C -1.24927 6.68315 -0.59976  -0.105
120 C -2.17428 6.50025 -1.56236  -0.074
121 C -2.00816 5.40210 -2.42653  -0.003
122 C -0.92645 4.50844 -2.26236  -0.069
123 C -1.01181 3.23710 -3.12136  -0.267
124 O -2.03883 3.00860 -3.73869  0.091
125 H 2.99733 -0.19489 -2.46499  0.101
126 H 1.22758 -0.56138 -4.27738  0.107
127 H -0.55815 0.92389 -4.50575  0.123
128 H 3.16908 1.81882 -1.21848  0.121
129 H 0.55410 6.24065 0.38539  0.115
130 H -1.43667 7.46710 0.11906  0.105
131 H -3.12739 7.00124 -1.64595  0.109
132 H -2.86819 5.17782 -3.04008  0.112
133 C 4.32626 -4.75864 12.00480  -0.058
134 C 5.59290 -4.22879 12.20600  -0.068
135 C 6.15082 -3.43296 11.20450  0.022
136 C 5.36337 -3.03383 10.04972  -0.057
137 C 4.13444 -3.66281 9.89703  -0.106
138 C 3.61856 -4.53188 10.81694  -0.008
139 C 3.22318 -3.33371 8.74380  -0.271
140 O 2.11252 -3.79612 8.65778  0.111
141 C 3.55536 -2.12875 7.90164  -0.066
142 C 2.71798 -1.73326 6.85284  0.000
143 C 3.16852 -0.75840 5.98295  -0.084
144 C 4.39507 -0.14054 6.08967  -0.049
145 C 5.18195 -0.51253 7.17828  -0.025
146 C 4.80998 -1.49215 8.04598  -0.077
147 C 5.82169 -1.98220 9.10171  -0.281
148 O 6.87481 -1.42127 9.16604  0.120
149 H 3.95122 -5.46797 12.72771  0.104
150 H 6.16013 -4.44133 13.10013  0.105
151 H 7.08851 -2.93029 11.39012  0.111
152 H 2.64204 -4.99311 10.80753  0.122
153 H 1.74284 -2.05087 6.51428  0.121
154 H 2.59593 -0.46534 5.11540  0.105
155 H 4.79131 0.56207 5.37153  0.109
156 H 6.19403 -0.13580 7.16480  0.119

---

No. 2
The following is a DFT calculation (ωB97M-V/def2-TZVPD) of a molecular structure, C66H76N5O2P3PtSSi at a distorted geometry.

As for the net charge: +2. The HOMO energy (spin up / spin down) is -11.39 / -11.39 eV. For the total energy, the calculation gives -131031.3902 eV.

Each line ends with the Löwdin charge.
CARTESIAN COORDINATES (ANGSTROEM)
1 Pt -1.29081 0.02863 -0.19394  0.810
2 O -4.27620 -0.94138 -0.42497  -0.438
3 S -2.98533 -1.62915 -0.43496  0.772
4 C -3.20320 -3.00047 -1.60770  -0.369
5 C -4.47008 -3.22153 -2.12009  -0.069
6 C -4.68536 -4.35544 -2.88942  -0.034
7 C -3.64688 -5.24206 -3.14413  -0.038
8 C -2.37519 -5.00396 -2.64455  -0.048
9 C -2.14451 -3.87495 -1.86731  -0.347
10 P -0.59491 -3.44759 -1.01843  1.125
11 C 0.59328 -3.22827 -2.36952  -0.313
12 C 0.27056 -2.82381 -3.59592  -0.021
13 C 1.36414 -2.25848 -4.47165  -0.145
14 C 2.63948 -3.03294 -4.29193  -0.017
15 C 2.99357 -3.31870 -3.05111  -0.028
16 C 2.03447 -3.06877 -1.92020  -0.184
17 C -0.05780 -5.04694 -0.29557  -0.352
18 C 0.66999 -6.00401 -1.00244  -0.090
19 C 1.12810 -7.14272 -0.35564  -0.059
20 C 0.87056 -7.33194 0.99487  -0.066
21 C 0.13051 -6.39412 1.70020  -0.070
22 C -0.32925 -5.25374 1.05725  -0.096
23 C -3.00265 -2.58910 1.11220  -0.358
24 C -3.90714 -3.62723 1.27013  -0.035
25 C -4.14302 -4.13961 2.53641  -0.027
26 C -3.51141 -3.58764 3.64228  -0.038
27 C -2.59104 -2.56565 3.47938  -0.069
28 C -2.30843 -2.07505 2.20529  -0.344
29 P -1.12482 -0.71008 1.94101  0.941
30 C -1.62447 0.41493 3.28346  -0.338
31 C -2.86496 1.02573 3.10636  -0.078
32 C -3.33651 1.92199 4.04995  -0.051
33 C -2.56859 2.22275 5.16788  -0.050
34 C -1.34092 1.60734 5.35226  -0.061
35 C -0.86737 0.69940 4.41552  -0.123
36 C 0.57092 -1.25650 2.31778  -0.217
37 C 0.86977 -1.86806 3.50581  -0.047
38 C 2.18271 -1.87940 4.00507  0.060
39 C 3.18126 -1.13970 3.36734  -0.038
40 C 2.94052 -0.58905 2.14268  0.030
41 C 1.68631 -0.84960 1.39432  -0.213
42 H -5.26683 -2.52212 -1.89959  0.122
43 H -5.67486 -4.55943 -3.27509  0.121
44 H -3.83347 -6.13295 -3.72907  0.118
45 H -1.57222 -5.70441 -2.83507  0.114
46 H -0.74572 -2.83287 -3.97103  0.130
47 H 1.05598 -2.18674 -5.50947  0.147
48 H 3.25941 -3.25476 -5.15045  0.128
49 H 3.92639 -3.81608 -2.81854  0.127
50 H 2.24883 -3.82979 -1.17307  0.119
51 H 0.88523 -5.85820 -2.05525  0.110
52 H 1.69476 -7.88259 -0.90586  0.114
53 H 1.25205 -8.20965 1.49931  0.113
54 H -0.07949 -6.54403 2.75162  0.109
55 H -0.90425 -4.51546 1.60602  0.084
56 H -4.44776 -4.02019 0.42005  0.121
57 H -4.84312 -4.95406 2.66228  0.123
58 H -3.74868 -3.94418 4.63560  0.120
59 H -2.12023 -2.12223 4.34843  0.108
60 H -3.46031 0.79123 2.22898  0.109
61 H -4.30505 2.38487 3.91574  0.119
62 H -2.92906 2.93786 5.89505  0.117
63 H -0.74991 1.83456 6.22997  0.115
64 H 0.08733 0.21697 4.57517  0.088
65 H 0.07503 -2.28109 4.11466  0.113
66 H 2.40036 -2.38132 4.93949  0.139
67 H 4.13116 -0.99112 3.86367  0.131
68 H 3.72121 -0.05190 1.61584  0.130
69 H 1.37681 0.04520 0.80522  0.096
70 C -3.77140 2.08180 -1.03810  -0.177
71 Si -2.88263 1.50859 -2.60429  0.458
72 C -2.52161 3.16111 -3.46526  -0.156
73 C -3.91559 0.37279 -3.71266  -0.145
74 N -1.40252 0.59897 -2.16900  -0.223
75 C -0.44319 0.28172 -3.07158  -0.292
76 C -0.58895 0.71752 -4.41645  0.039
77 C 0.46712 0.78035 -5.34117  -0.048
78 C 1.63079 0.15949 -5.07065  -0.029
79 C 1.69919 -0.75634 -3.91731  -0.151
80 C 0.77708 -0.40945 -2.78999  -0.141
81 O 1.05429 -0.76865 -1.53978  -0.008
82 C 2.14143 -1.64745 -1.16132  -0.264
83 C 3.48475 -0.98238 -1.35282  -0.003
84 C 4.55686 -1.49523 -0.75243  -0.036
85 C 4.40849 -2.59852 0.19192  -0.050
86 C 3.21533 -2.82204 0.74145  -0.050
87 C 1.98824 -2.02614 0.33781  -0.134
88 H -4.03373 3.13661 -1.13779  0.029
89 H -3.15802 1.96987 -0.14458  -0.014
90 H -4.69015 1.52709 -0.87002  0.028
91 H -3.48511 3.57819 -3.76975  0.048
92 H -1.89207 3.11548 -4.35374  0.021
93 H -2.06699 3.87058 -2.77330  0.017
94 H -4.97715 0.58590 -3.57608  0.043
95 H -3.75359 -0.67784 -3.47453  0.011
96 H -3.68807 0.51440 -4.77141  0.031
97 H -1.54556 1.12531 -4.70121  0.073
98 H 0.34102 1.34271 -6.25737  0.129
99 H 2.48492 0.21322 -5.73216  0.137
100 H 2.72207 -0.81924 -3.56521  0.128
101 H 3.54053 -0.08518 -1.95467  0.072
102 H 5.53938 -1.06372 -0.89662  0.125
103 H 5.28691 -3.15715 0.48663  0.123
104 H 3.08390 -3.55806 1.52548  0.132
105 H 1.13443 -2.69029 0.41351  0.074
106 N -0.00801 1.51805 0.21619  -0.341
107 P 0.75502 2.80885 0.56322  0.563
108 N 1.82055 3.34921 -0.61827  -0.216
109 C 2.96626 2.53110 -0.98277  -0.195
110 C 2.82237 1.94881 -2.38898  -0.182
111 C 2.56730 3.06470 -3.40042  -0.171
112 C 1.32347 3.84303 -2.97700  -0.160
113 C 1.54638 4.40736 -1.57530  -0.182
114 N 1.80180 2.71271 1.87148  -0.184
115 C 1.34534 2.05866 3.09446  -0.218
116 C 2.11668 2.53280 4.31788  -0.155
117 C 3.62347 2.32901 4.12541  -0.163
118 C 4.07781 2.83128 2.73509  -0.149
119 C 2.95366 3.60098 2.05156  -0.200
120 N -0.21842 4.14359 0.87563  -0.189
121 C -1.37456 4.42904 0.02655  -0.227
122 C -2.64757 4.58622 0.84703  -0.176
123 C -2.52043 5.77861 1.81600  -0.175
124 C -1.04600 6.06986 2.12396  -0.169
125 C -0.27471 4.75918 2.20480  -0.197
126 H 3.07461 1.73429 -0.24208  0.095
127 H 3.87157 3.15585 -0.96277  0.132
128 H 1.96784 1.26607 -2.38712  0.085
129 H 3.72809 1.39245 -2.65519  0.111
130 H 2.44146 2.64756 -4.40044  0.094
131 H 3.42726 3.74119 -3.42321  0.122
132 H 0.46285 3.16755 -2.95445  0.096
133 H 1.11382 4.65568 -3.67536  0.122
134 H 0.68982 4.98166 -1.23298  0.092
135 H 2.41625 5.07947 -1.60111  0.131
136 H 1.49841 0.96739 3.01319  0.082
137 H 0.27613 2.22316 3.22816  0.079
138 H 1.77089 1.97355 5.19065  0.111
139 H 1.90793 3.58540 4.51391  0.119
140 H 3.86229 1.26729 4.23775  0.080
141 H 4.15521 2.85965 4.91496  0.115
142 H 4.36297 1.99127 2.09604  0.089
143 H 4.94938 3.47888 2.83369  0.118
144 H 3.27332 3.97748 1.08681  0.104
145 H 2.70223 4.47632 2.66108  0.112
146 H -1.46262 3.62276 -0.70362  0.073
147 H -1.20812 5.36730 -0.51939  0.117
148 H -2.82470 3.66285 1.39705  0.093
149 H -3.49251 4.73653 0.17453  0.103
150 H -3.05035 5.55227 2.74431  0.107
151 H -2.98719 6.66522 1.38551  0.112
152 H -0.94800 6.60946 3.06658  0.116
153 H -0.60631 6.69394 1.34366  0.117
154 H -0.78782 4.10482 2.92834  0.114
155 H 0.73561 4.93692 2.56689  0.096